(1)
This record from OMol25 describes C25H36N4O4 in the gas phase at a distorted geometry. The level of theory is ωB97M-V/def2-TZVPD.

```
69
Properties=species:S:1:pos:R:3:forces:R:3:mulliken_charge:R:1
C 1.71742 8.63882 2.08337 -0.0744 -0.2276 0.0725 -1.371
C 2.05514 7.16469 2.27090 0.2352 0.2237 -0.0697 -0.149
C 3.50263 6.86916 1.88238 -0.2513 -0.3047 -0.0234 -0.685
C 3.85981 5.38397 1.94583 0.0706 0.2601 0.1134 -0.518
C 3.89008 4.83814 3.37858 0.1590 -0.0392 -0.1963 -0.872
C 4.32215 3.38291 3.36761 -0.2846 0.4695 0.1538 0.523
O 5.44260 3.02308 3.64565 0.3002 -0.1053 0.0283 -0.643
N 3.31292 2.54685 2.97992 -0.4476 0.0313 -0.0995 -0.037
C 3.33498 1.16444 2.78806 0.0337 -0.3979 -0.0627 0.583
C 2.16676 0.55806 2.34334 0.1591 -0.1394 0.0299 -0.458
C 2.11404 -0.81685 2.12511 0.5731 0.4793 0.2591 0.201
C 3.25185 -1.58879 2.36025 -0.2744 0.0206 -0.0814 -0.526
C 4.41119 -0.98078 2.80556 -0.0436 0.0530 -0.0090 -1.034
C 4.46692 0.38422 3.02104 0.1778 0.0227 0.0617 -0.545
H 5.37364 0.85113 3.36606 0.0136 0.0118 0.0059 0.554
H 5.29089 -1.57910 2.98897 0.0795 -0.0367 0.0193 0.377
H 3.23075 -2.65539 2.19964 -0.0220 -0.1261 -0.0281 0.431
C 0.88057 -1.41405 1.65491 -0.7013 -0.7323 -0.3780 0.415
N -0.18451 -0.73707 1.46741 0.6788 0.5818 0.2747 -0.691
O -1.20250 -1.51665 1.02389 -0.6463 -0.3609 -0.2242 -0.299
C -0.76255 -2.88812 0.85827 0.2196 -0.3487 -0.0672 2.133
C -1.71382 -3.82268 1.60929 0.0776 0.0571 -0.1458 -1.463
C -2.79744 -4.21199 0.60385 -0.2145 -0.2256 0.2530 -0.299
N -2.36441 -3.64901 -0.67444 -0.0724 -0.0238 0.3343 0.184
C -3.24699 -3.40531 -1.66256 0.3505 0.0761 -0.1701 0.726
O -4.41325 -3.76441 -1.56802 -0.3464 0.1511 -0.0824 -0.809
C -2.71106 -2.68923 -2.88476 -0.5095 -0.0351 -0.1672 -0.659
C -3.77870 -2.56713 -3.96916 0.3288 0.1222 0.0276 -0.729
C -3.26743 -1.79741 -5.18284 -0.3896 -0.1932 0.0658 -0.639
C -4.33410 -1.66945 -6.26742 0.3224 0.1315 -0.0292 -0.304
C -3.82414 -0.89300 -7.47529 -0.1863 -0.1319 0.1230 -1.302
H -4.59908 -0.81200 -8.23374 -0.0115 0.0594 -0.1325 0.388
H -3.52303 0.11114 -7.18417 0.0514 0.1200 -0.0212 0.324
H -2.96408 -1.39305 -7.91582 0.1000 -0.0114 -0.0843 0.323
H -5.20855 -1.16346 -5.85286 -0.0748 -0.0580 0.0292 0.315
H -4.64852 -2.66676 -6.58252 -0.0837 -0.0335 0.0406 0.310
H -2.95047 -0.79852 -4.87232 0.0958 0.0552 -0.0117 0.325
H -2.39351 -2.30757 -5.59652 0.1023 0.0410 -0.0283 0.326
H -4.65074 -2.06283 -3.55022 -0.0508 -0.0649 -0.0208 0.346
H -4.09674 -3.56669 -4.27095 -0.0863 0.0045 0.0167 0.349
H -2.38033 -1.69127 -2.58369 0.1319 -0.0166 0.0052 0.355
H -1.84568 -3.23451 -3.26933 0.0887 0.0699 0.0456 0.389
C -0.97314 -3.27655 -0.61250 0.3979 0.1809 0.0515 -1.569
H -0.33829 -4.13449 -0.86816 0.0505 0.0901 0.0227 0.200
H -0.74479 -2.44029 -1.27203 0.0468 -0.0679 0.0361 0.504
H -3.78138 -3.79874 0.84635 0.1185 -0.0454 -0.0351 0.555
C -2.92557 -5.74960 0.48592 -0.1724 0.4612 0.0638 0.345
O -2.12316 -6.51286 0.97874 0.3247 -0.2782 0.1486 -0.657
N -4.01010 -6.12370 -0.20421 -0.4700 -0.3160 -0.2760 -0.310
H -4.15322 -7.10155 -0.39881 0.0900 0.0378 0.0490 0.246
H -4.54876 -5.42058 -0.70243 0.0962 -0.0732 0.0742 0.259
H -1.18706 -4.73015 1.91461 -0.0331 0.0866 -0.0131 0.529
H -2.12542 -3.33045 2.48787 0.0428 0.0146 0.0107 0.286
C 0.69548 -2.87974 1.33215 -0.2535 0.3211 -0.0011 -1.436
H 0.84119 -3.49919 2.21800 0.0569 -0.0476 -0.0373 0.457
H 1.38450 -3.20933 0.55370 0.0532 -0.0561 0.0311 0.450
H 1.27615 1.13906 2.15703 -0.0920 0.1299 -0.0147 0.532
H 2.42058 2.97645 2.77655 0.2117 0.0211 0.0732 0.177
H 2.90889 4.93215 3.84588 -0.0219 0.0226 0.0556 0.318
H 4.61652 5.40200 3.96443 -0.0402 -0.0850 0.0459 0.416
H 3.14263 4.81668 1.34646 0.0268 -0.0245 -0.0679 0.278
H 4.84787 5.23786 1.50394 -0.0199 -0.0921 -0.0359 0.318
H 4.17457 7.43104 2.53429 0.0811 0.0812 -0.0134 0.342
H 3.66646 7.21882 0.86031 0.0477 0.0799 -0.0009 0.349
H 1.88690 6.89394 3.31482 -0.0662 -0.0888 0.0130 0.240
H 1.38511 6.55985 1.65471 -0.0296 -0.0926 0.0389 0.269
H 1.85065 8.93247 1.04444 0.0067 0.0795 -0.0986 0.346
H 0.68560 8.83449 2.36549 -0.0807 0.1133 0.0067 0.377
H 2.36506 9.25890 2.69912 0.0494 0.1185 0.0466 0.334
```
Forces are in eV/Å.

The calculation puts the largest force on an atom at 1.1 eV/A. Its relative energy (zero: lowest compared OMol25 entry of this formula, charge and spin) is 41.8 kJ/mol. For the HOMO-LUMO gap, the calculation gives 9.11 eV. The electronic energy is -1494.26625 a.u.

---

(2)
This record from OMol25 describes a molecular structure, C25H37As3MoN2O3 at a distorted geometry. The level of theory is ωB97M-V/def2-TZVPD.

```
71
Properties=species:S:1:pos:R:3:forces:R:3:mulliken_charge:R:1
Mo -1.05409 -0.76334 -0.56800 2.4618 1.6154 -2.3922 0.440
O 1.79847 -5.34841 -1.09835 -0.0130 -0.2468 0.1425 -0.603
C 2.17594 -4.60723 -2.13748 0.0110 0.2110 -0.1558 0.470
C 3.15064 -5.13021 -2.99520 -0.1598 -0.0607 0.2062 -0.686
C 3.56037 -4.43059 -4.10607 -0.1566 -0.0379 0.2527 -0.413
C 3.03831 -3.16495 -4.37081 -0.2107 0.4399 0.0104 -0.817
C 2.11963 -2.60328 -3.51549 0.2676 -0.0012 -0.2878 -0.544
C 1.65942 -3.31290 -2.39589 -0.1298 0.2710 0.3288 0.237
C 0.63798 -2.72797 -1.56249 -0.0558 -2.9343 0.6755 1.022
O 0.30782 -1.45810 -1.62179 0.3305 1.0420 -1.2522 -0.532
N -0.07020 -3.46193 -0.72309 1.6996 -0.8367 -1.0120 -1.281
N -1.05080 -2.75198 -0.16384 -2.1348 -1.5249 2.2122 0.192
C -1.94302 -3.40009 0.57636 1.8241 0.0795 -1.3378 -0.415
C -3.10542 -2.81321 1.12427 -1.5324 1.2522 0.5784 0.862
C -4.04854 -3.60214 1.81947 0.7317 0.1930 -0.4578 -0.922
C -5.22320 -3.06181 2.28515 -0.3700 0.4404 0.0751 -0.700
C -5.50576 -1.70505 2.10674 0.1820 -0.5920 0.0233 -0.633
C -4.60384 -0.89171 1.44948 0.8207 0.3766 -0.5786 -0.685
C -3.42474 -1.43079 0.94385 -1.8872 -2.5536 1.7400 0.540
O -2.53686 -0.71205 0.27815 -2.2254 1.2320 1.1798 -0.316
H 1.02131 -4.96163 -0.65307 0.1009 0.0321 -0.1637 0.490
H 3.54639 -6.10570 -2.76571 0.0318 -0.1435 0.0171 0.478
H 4.28292 -4.86455 -4.78139 0.0570 -0.0382 0.0055 0.420
H 3.35519 -2.63006 -5.24849 0.0568 0.1280 -0.1346 0.450
H 1.71619 -1.61752 -3.70827 0.0212 -0.0044 -0.0538 0.476
H -1.77941 -4.46226 0.72376 0.0362 -0.0443 -0.1150 0.445
H -3.83556 -4.65190 1.95530 -0.0198 -0.1181 0.0370 0.445
H -5.94593 -3.69113 2.77737 -0.0459 -0.0907 0.1057 0.440
H -6.43467 -1.29215 2.46369 -0.0972 0.0507 0.0724 0.451
H -4.79777 0.16020 1.28697 -0.0843 0.0231 0.0380 0.482
C -0.16798 -0.61699 2.93826 -0.3313 -0.2033 0.0482 -1.399
As 0.58445 -0.21765 1.18430 0.8365 1.0436 1.9170 1.800
C 2.25294 -1.23516 1.25633 -0.1398 -0.2687 -0.3647 -1.353
C 1.00401 1.70160 1.50290 -0.1721 -0.1809 -0.1064 -1.589
C 1.33106 2.56312 0.27960 0.2524 -0.1115 -0.1196 2.113
C 2.31546 1.80714 -0.61992 -0.2572 -0.0445 0.1063 -1.459
C 0.06781 2.91109 -0.51572 -0.1904 -0.1325 -0.0239 -1.672
As -0.79312 1.48572 -1.61642 0.5237 2.8610 -0.5775 1.290
C -2.49624 2.39888 -1.90848 -0.3797 -0.2855 0.0063 -1.215
C 0.02128 1.75591 -3.37263 -0.0072 -0.3522 -0.1341 -1.257
C 2.05709 3.85775 0.71952 -0.4795 0.0870 0.2632 -2.312
As 1.39921 5.31814 1.95897 0.2907 0.1644 -0.1180 0.358
C -0.54724 5.49283 1.68073 0.1839 -0.2746 0.0851 -1.022
C 1.36184 4.42791 3.71638 -0.1784 -0.0846 -0.2409 -1.071
H 0.53144 -0.35202 3.73853 0.0032 0.0393 -0.3086 0.434
H -0.39375 -1.68387 3.02007 0.0328 0.1171 -0.0579 0.429
H -1.09464 -0.05194 3.08231 0.1567 -0.0696 -0.0500 0.374
H 2.97040 -0.76954 1.93936 -0.3064 0.1182 -0.1088 0.467
H 2.69909 -1.32795 0.26323 -0.0482 0.0638 0.1267 0.338
H 2.01120 -2.23574 1.63116 0.0044 0.1721 -0.0967 0.457
H 1.84728 1.70870 2.20622 -0.1623 -0.1138 -0.0862 0.707
H 0.12464 2.10289 2.02547 0.1785 -0.1376 0.0028 0.365
H 1.84251 0.88826 -1.00542 0.2875 0.0614 -0.0881 -0.053
H 3.20805 1.53981 -0.05322 0.0598 -0.0823 -0.1012 0.408
H 2.61383 2.43467 -1.45945 0.0443 -0.1098 -0.0846 0.468
H 0.29660 3.72618 -1.21357 -0.1280 -0.1433 0.0381 0.785
H -0.71510 3.26663 0.16439 0.0730 0.0009 -0.1681 0.352
H -2.34101 3.43478 -2.22685 0.1836 -0.2277 0.0971 0.394
H -3.09249 2.39300 -0.99053 0.1395 0.0208 -0.1254 0.369
H -3.06080 1.87594 -2.68708 0.1036 0.0713 0.1178 0.440
H 0.10704 2.82789 -3.58543 -0.0844 -0.2357 0.2180 0.411
H -0.62483 1.29544 -4.12732 0.1038 0.0750 0.1322 0.471
H 1.00817 1.29189 -3.43156 -0.1210 0.0682 0.0850 0.341
H 2.32642 4.40202 -0.19007 -0.0044 0.0293 0.0477 0.542
H 3.00412 3.56648 1.18413 0.0247 0.0568 0.0164 0.567
H -0.78102 5.72387 0.64480 0.0241 -0.0062 -0.0790 0.309
H -0.87818 6.33333 2.28900 0.0642 0.0118 0.0283 0.402
H -1.08883 4.60727 2.00789 -0.1296 -0.0791 -0.0339 0.247
H 2.32437 3.97058 3.93256 0.0804 -0.0224 -0.0346 0.323
H 0.57137 3.68408 3.79086 -0.0361 -0.1037 0.0569 0.241
H 1.18279 5.19149 4.47155 -0.0053 0.0481 -0.0438 0.408
```
Forces are in eV/Å.

The calculation puts the largest force on an atom at 3.8 eV/A. For the HOMO-LUMO gap, the calculation gives 4.89 eV. Its net charge is +2. The electronic energy is -8085.00801 a.u.

---

(3)
This record from OMol25 describes a molecular structure, C25H37Cl3NNiO3Sb. The level of theory is ωB97M-V/def2-TZVPD.

```
71
Properties=species:S:1:pos:R:3:forces:R:3:mulliken_charge:R:1
Ni 0.40408 0.35238 -0.18704 0.0303 0.0610 0.1360 0.520
C -2.17764 0.72421 1.54637 -0.0284 -0.0150 0.0107 -0.947
O -1.44627 -0.06738 0.60625 0.0016 0.0720 0.0203 -0.119
H -3.18920 0.33385 1.65156 -0.0181 -0.0152 -0.0141 0.300
H -2.21832 1.77012 1.23933 0.0201 -0.0005 -0.0094 0.356
H -1.66721 0.64777 2.50278 0.0174 -0.0096 0.0024 0.294
H -1.81792 0.06414 -0.28631 -0.0058 -0.0087 0.0098 0.351
Cl 2.47117 1.91142 1.32906 0.1317 -0.0205 0.0323 -0.212
C 0.77959 1.89698 0.78798 -0.1462 0.1264 -0.1341 -0.667
H 0.63043 2.76782 0.15458 0.0314 0.0763 0.0264 0.355
H 0.15154 1.94364 1.67564 0.0249 0.0104 0.0436 0.274
C 4.85023 -0.91928 0.47293 -0.0042 -0.0127 0.0445 -1.408
C 3.90783 -1.87992 1.19371 -0.0589 0.0509 -0.0018 0.387
C 3.82381 -1.58192 2.68844 0.0493 0.0281 -0.0455 -1.374
Sb 1.95174 -1.79706 0.28361 -0.0381 -0.2091 -0.1347 0.346
C 2.46746 -2.48684 -1.70537 -0.0132 0.0478 0.0144 0.385
C 3.51258 -3.59142 -1.79935 -0.0504 0.0372 -0.0351 -1.541
C 1.17848 -2.85140 -2.43652 0.0399 -0.0045 0.0041 -1.351
C 1.02448 -3.56484 1.13701 0.0601 0.0175 -0.0176 0.493
C 0.22156 -3.15685 2.37253 0.0016 -0.0391 -0.0331 -1.323
C 1.98313 -4.71214 1.43981 -0.0578 0.0460 0.0902 -1.340
H 5.86284 -1.00808 0.87885 -0.0134 0.0117 -0.0053 0.433
H 4.52713 0.11503 0.60199 0.0069 -0.0137 -0.0121 0.210
H 4.90342 -1.11795 -0.59949 0.0089 -0.0086 0.0069 0.318
H 4.25492 -2.90547 1.04417 -0.0251 -0.0175 0.0099 0.386
H 3.41843 -0.58289 2.86545 0.0085 -0.0088 -0.0048 0.224
H 4.82048 -1.61998 3.13975 -0.0193 -0.0002 0.0012 0.432
H 3.19370 -2.29942 3.21717 0.0040 -0.0079 0.0009 0.279
H 2.86273 -1.57402 -2.16186 0.0367 0.0008 0.0196 0.382
H 3.11608 -4.54200 -1.44008 -0.0059 -0.0211 0.0074 0.246
H 4.41408 -3.36597 -1.22845 0.0132 -0.0016 -0.0114 0.333
H 3.81017 -3.74160 -2.84205 0.0015 -0.0062 0.0102 0.464
H 0.74181 -3.77068 -2.03523 -0.0038 0.0108 0.0003 0.296
H 1.36541 -3.01801 -3.50270 -0.0016 -0.0035 0.0144 0.541
H 0.42135 -2.06600 -2.35297 -0.0111 -0.0090 -0.0237 -0.006
H 0.31800 -3.87555 0.36082 0.0213 -0.0270 -0.0164 0.264
H 0.87792 -2.82663 3.18182 -0.0113 0.0121 -0.0025 0.263
H -0.35964 -4.00431 2.74985 0.0096 0.0168 0.0080 0.445
H -0.47154 -2.34273 2.14947 0.0000 -0.0149 0.0117 0.175
H 2.72241 -4.42309 2.19173 -0.0237 -0.0071 -0.0111 0.235
H 2.52583 -5.04554 0.55737 0.0102 -0.0145 -0.0273 0.203
H 1.43531 -5.57173 1.84072 0.0157 0.0139 -0.0082 0.448
Cl -4.04995 0.31456 -3.03118 -0.0105 0.0255 -0.0157 -0.190
C -3.09282 -1.08607 -3.38907 0.0352 0.0360 -0.0805 0.864
C -3.20225 -2.16454 -2.53222 -0.0241 -0.0053 0.0134 -0.767
C -2.52113 -3.34314 -2.78713 -0.0063 -0.0307 0.0344 -0.374
C -1.72021 -3.42734 -3.90998 0.0280 -0.0035 -0.0201 -0.870
C -1.59420 -2.32923 -4.73934 0.0255 -0.0369 -0.0130 1.048
Cl -0.53544 -2.46608 -6.12126 0.0123 -0.0207 0.0034 -0.241
C -2.26775 -1.11811 -4.52493 -0.0286 0.1012 0.0348 -0.959
N -2.16070 -0.09656 -5.45743 0.0284 -0.0250 -0.0545 -0.080
C -2.05761 1.31123 -5.18776 -0.0281 -0.0229 0.0730 -0.291
C -3.07410 2.13296 -5.66203 -0.0223 -0.0179 0.0084 -0.473
C -3.02325 3.50266 -5.48125 0.0064 0.0011 0.0043 -0.487
C -1.93935 4.06389 -4.81908 0.0187 -0.0120 0.0028 -0.708
C -0.91451 3.24927 -4.37073 0.0055 0.0182 -0.0041 -0.790
C -0.94726 1.86774 -4.55492 0.0521 -0.0347 0.0171 0.713
C 0.22408 1.05279 -4.06235 -0.0251 0.0667 0.0076 -0.808
C 0.14976 0.81750 -2.56740 0.0621 -0.0362 0.0966 1.153
O 1.21001 0.96448 -1.87170 -0.1975 0.0696 0.0109 -0.751
O -0.93842 0.45609 -2.06258 0.1149 -0.2218 -0.0975 -0.467
H -3.85470 -2.07724 -1.67353 0.0130 0.0073 -0.0061 0.447
H -2.62165 -4.18864 -2.12002 -0.0006 0.0111 -0.0126 0.439
H -1.17265 -4.32950 -4.14497 -0.0021 0.0032 0.0021 0.417
H -1.62131 -0.37581 -6.26401 -0.0359 0.0009 0.0336 0.383
H -3.91527 1.66644 -6.15757 -0.0049 0.0046 0.0008 0.450
H -3.82523 4.12868 -5.84987 -0.0006 -0.0024 0.0003 0.393
H -1.88700 5.13402 -4.66454 0.0014 -0.0073 -0.0008 0.402
H -0.05555 3.68631 -3.87247 -0.0161 -0.0028 -0.0106 0.480
H 1.15994 1.56165 -4.28716 0.0095 -0.0034 -0.0151 0.540
H 0.25510 0.07178 -4.54285 -0.0187 -0.0052 0.0097 0.175
```
Forces are in eV/Å.

The calculation puts the largest force on an atom at 0.3 eV/A. Its relative energy (zero: lowest compared OMol25 entry of this formula, charge and spin) is 92.2 kJ/mol. For the HOMO-LUMO gap (alpha / beta), the calculation gives 7.96 / 7.96 eV. The electronic energy is -4384.38674 a.u.